No. 1
DFT (ωB97M-V/def2-TZVPD) results for 5 unconnected molecules or ions with the total composition H10O5 at a distorted geometry.

The value obtained for the orbital gap is 10.31 eV. The value obtained for the energy above the lowest of the compared OMol25 structures with the same formula, charge and spin is 73.9 kcal/mol. The calculation puts the total energy at -382.1064 hartree. The value obtained for the max |F| is 3.9 eV/Å.

Atoms and positions in Å:
1 O 2.45156 0.83344 -1.00155
2 H 1.21957 1.30391 -0.57845
3 H 3.32548 1.00926 -1.09553
4 O 0.19457 1.33197 -0.46473
5 H -0.16491 0.39279 -0.31418
6 H 0.03186 1.65350 0.39279
7 O -0.66259 -0.90062 -0.51258
8 H 0.27251 -0.72726 -1.57268
9 O 1.05728 -0.59029 -2.18237
10 H 1.74179 0.10150 -1.83409
11 H 1.63131 -1.32591 -2.43217
12 H -1.19363 -1.56274 -0.10232
13 O -3.11150 -0.61565 3.97035
14 H -2.86627 -1.39387 4.55638
15 H -3.43221 0.07807 4.50729

No. 2
DFT (ωB97M-V/def2-TZVPD) results for a molecular structure, C21H13ClCoF3NO4STe.

The value obtained for the orbital gap (alpha / beta) is 3.65 / 4.97 eV. As for the spin multiplicity: 4. The value obtained for the energy above the lowest of the compared OMol25 structures with the same formula, charge and spin is 54.6 kcal/mol. The calculation puts the total energy at -3972.5773 hartree. The value obtained for the max |F| is 0.6 eV/Å. As for the total charge: -2.

Atoms and positions in Å:
1 Co -0.38311 0.38046 -0.50716
2 Cl 0.10723 5.49686 4.64277
3 C -0.17662 4.47132 3.22956
4 C -1.17152 4.82965 2.32941
5 C -1.37855 4.01251 1.20886
6 C -0.61474 2.86966 0.95068
7 O -0.83039 2.18071 -0.13440
8 C 0.39831 2.50231 1.92030
9 C 1.14817 1.33065 1.77681
10 O 1.10515 0.48370 0.78395
11 C 0.59315 3.34580 3.05291
12 H -1.76551 5.72012 2.48953
13 H -2.15259 4.26604 0.49277
14 H 1.84237 1.07418 2.58787
15 H 1.36049 3.08728 3.77419
16 Te 2.77928 -1.59050 1.18979
17 C 4.20325 -3.06638 1.73780
18 C 4.41219 -3.61154 2.98145
19 C 5.44195 -4.58919 3.02419
20 C 6.01925 -4.78681 1.80351
21 S 5.28409 -3.80224 0.61036
22 H 3.83224 -3.30147 3.84087
23 H 5.74065 -5.11651 3.92130
24 H 6.81555 -5.46733 1.54034
25 F 1.27084 -2.70522 -3.68538
26 C 1.16970 -2.83830 -2.35128
27 F 0.32608 -3.85270 -2.10979
28 F 2.38587 -3.22852 -1.91090
29 C 0.69549 -1.51214 -1.68686
30 O 1.06980 -0.45480 -2.19626
31 O -0.06325 -1.62829 -0.69106
32 C -2.07473 0.32439 -1.65710
33 C -2.30507 -0.86863 -2.44601
34 C -1.74688 -1.03255 -3.73284
35 C -1.97505 -2.16012 -4.48962
36 C -2.76801 -3.20329 -3.99683
37 C -3.30015 -3.08182 -2.70632
38 C -3.06730 -1.95301 -1.95656
39 C -3.04336 -4.35587 -4.79447
40 N -3.28277 -5.27954 -5.44421
41 H -2.87734 0.50018 -0.93765
42 H -1.91766 1.20862 -2.27681
43 H -1.10608 -0.24666 -4.11468
44 H -1.53364 -2.25462 -5.47476
45 H -3.89565 -3.89372 -2.30510
46 H -3.46958 -1.88264 -0.95227

No. 3
DFT (ωB97M-V/def2-TZVPD) results for 2 unconnected molecules or ions with the total composition C5H14N2O at a distorted geometry.

The value obtained for the orbital gap is 8.75 eV. The value obtained for the energy above the lowest of the compared OMol25 structures with the same formula, charge and spin is 130.6 kcal/mol. The calculation puts the total energy at -383.4926 hartree. The value obtained for the max |F| is 5.2 eV/Å. As for the SMILES: C[C@H]1[N@H+]([O-])C1(C)C.N.

Atoms and positions in Å:
1 C 1.08964 0.52014 1.93594
2 C -1.80431 0.25115 -0.69836
3 C 0.30316 1.39488 -1.14525
4 C -0.31699 0.51327 1.38063
5 C -0.63625 0.83843 -0.07845
6 N -1.08209 1.76008 1.06569
7 N 0.55329 -2.51445 -0.88077
8 O -2.30918 1.86711 1.25097
9 H 1.54572 1.46971 1.61489
10 H 1.75821 -0.25703 1.51626
11 H 0.87487 0.47377 3.07322
12 H -1.63356 -0.25330 -1.71585
13 H -2.33159 -0.60840 -0.08925
14 H -2.54391 0.97972 -0.82015
15 H 1.41839 0.98332 -0.88075
16 H 0.10054 1.07570 -2.13103
17 H 0.35460 2.50364 -1.09067
18 H -0.83297 -0.37823 1.69081
19 H -0.56166 2.60063 1.18206
20 H -0.36424 -2.18004 -0.85418
21 H 1.17384 -1.92853 -1.36338
22 H 0.91887 -2.68273 0.02036

No. 4
DFT (ωB97M-V/def2-TZVPD) results for a molecular structure, C20H31N3PPd at a distorted geometry.

The value obtained for the orbital gap (alpha / beta) is 7.64 / 5.45 eV. As for the spin multiplicity: 5. The calculation puts the total energy at -1413.7603 hartree. The value obtained for the max |F| is 1.7 eV/Å. As for the total charge: +1.

Atoms and positions in Å:
1 C -0.07904 0.27098 -4.81409
2 C 0.49093 1.62375 -4.75633
3 C 0.72001 -0.79923 -5.42764
4 C -1.54304 0.14484 -4.82481
5 H 0.69814 -0.73479 -6.53162
6 H 0.35006 -1.79852 -5.16526
7 H 1.77592 -0.74815 -5.13282
8 H 0.48535 2.09996 -5.75439
9 H 1.53150 1.62428 -4.41113
10 H -0.08499 2.27605 -4.08808
11 H -1.95017 0.29386 -5.84205
12 H -2.01802 0.89311 -4.17818
13 H -1.87915 -0.84437 -4.49575
14 C 2.57103 -0.38290 0.26004
15 C 2.53365 -1.23534 -0.90834
16 C 2.14222 -0.43233 -2.01812
17 H 2.85830 -2.27308 -0.92321
18 C 1.89794 0.89053 -1.56392
19 C 2.11709 0.93460 -0.15987
20 H 2.09712 1.81311 0.48065
21 H 2.96042 -0.66301 1.23441
22 H 2.10681 -0.76504 -3.05306
23 H 1.66148 1.73997 -2.20120
24 C -1.96565 -1.48729 -0.23072
25 C -0.99795 -2.48541 0.17675
26 C -0.16167 -2.76078 -0.97396
27 H -0.96148 -3.02082 1.12033
28 C -0.63076 -1.95376 -2.05156
29 C -1.72579 -1.17043 -1.59236
30 H -2.31656 -0.48989 -2.20219
31 H -2.80335 -1.15942 0.37887
32 H 0.59677 -3.53995 -1.01234
33 H -0.26645 -1.99806 -3.07904
34 Pd 0.45277 -0.82795 0.15807
35 C 0.15546 0.54381 5.35027
36 N 0.69915 1.51076 4.36805
37 C -0.36827 2.44033 3.92552
38 N -1.55972 1.73944 3.41383
39 C -2.05404 0.78470 4.43670
40 N -1.01878 -0.19653 4.82226
41 C -0.66357 -1.09778 3.71792
42 P 0.05114 -0.14948 2.29442
43 C 1.33517 0.85258 3.22705
44 C -1.32334 1.09717 2.12722
45 H -0.17410 1.11846 6.22599
46 H 0.94177 -0.17529 5.59902
47 H 0.03398 3.08194 3.13317
48 H -0.68416 3.03113 4.80586
49 H -2.91920 0.24917 4.03784
50 H -2.30899 1.37746 5.33192
51 H 0.07660 -1.82190 4.06706
52 H -1.56313 -1.64055 3.38470
53 H 1.78874 1.60657 2.56982
54 H 2.12219 0.17529 3.58363
55 H -2.23566 0.59755 1.77419
56 H -0.99471 1.84068 1.38643

Which of these has the highest max |F|?
C5H14N2O

Please write out number 2 again, unchanged.
DFT (ωB97M-V/def2-TZVPD) results for a molecular structure, C21H13ClCoF3NO4STe.

The value obtained for the orbital gap (alpha / beta) is 3.65 / 4.97 eV. As for the spin multiplicity: 4. The value obtained for the energy above the lowest of the compared OMol25 structures with the same formula, charge and spin is 54.6 kcal/mol. The calculation puts the total energy at -3972.5773 hartree. The value obtained for the max |F| is 0.6 eV/Å. As for the total charge: -2.

Atoms and positions in Å:
1 Co -0.38311 0.38046 -0.50716
2 Cl 0.10723 5.49686 4.64277
3 C -0.17662 4.47132 3.22956
4 C -1.17152 4.82965 2.32941
5 C -1.37855 4.01251 1.20886
6 C -0.61474 2.86966 0.95068
7 O -0.83039 2.18071 -0.13440
8 C 0.39831 2.50231 1.92030
9 C 1.14817 1.33065 1.77681
10 O 1.10515 0.48370 0.78395
11 C 0.59315 3.34580 3.05291
12 H -1.76551 5.72012 2.48953
13 H -2.15259 4.26604 0.49277
14 H 1.84237 1.07418 2.58787
15 H 1.36049 3.08728 3.77419
16 Te 2.77928 -1.59050 1.18979
17 C 4.20325 -3.06638 1.73780
18 C 4.41219 -3.61154 2.98145
19 C 5.44195 -4.58919 3.02419
20 C 6.01925 -4.78681 1.80351
21 S 5.28409 -3.80224 0.61036
22 H 3.83224 -3.30147 3.84087
23 H 5.74065 -5.11651 3.92130
24 H 6.81555 -5.46733 1.54034
25 F 1.27084 -2.70522 -3.68538
26 C 1.16970 -2.83830 -2.35128
27 F 0.32608 -3.85270 -2.10979
28 F 2.38587 -3.22852 -1.91090
29 C 0.69549 -1.51214 -1.68686
30 O 1.06980 -0.45480 -2.19626
31 O -0.06325 -1.62829 -0.69106
32 C -2.07473 0.32439 -1.65710
33 C -2.30507 -0.86863 -2.44601
34 C -1.74688 -1.03255 -3.73284
35 C -1.97505 -2.16012 -4.48962
36 C -2.76801 -3.20329 -3.99683
37 C -3.30015 -3.08182 -2.70632
38 C -3.06730 -1.95301 -1.95656
39 C -3.04336 -4.35587 -4.79447
40 N -3.28277 -5.27954 -5.44421
41 H -2.87734 0.50018 -0.93765
42 H -1.91766 1.20862 -2.27681
43 H -1.10608 -0.24666 -4.11468
44 H -1.53364 -2.25462 -5.47476
45 H -3.89565 -3.89372 -2.30510
46 H -3.46958 -1.88264 -0.95227